(1)
C4H7IN2O2 | ωB97M-V/def2-TZVPD

Properties
* ΔE to the lowest compared entry with this formula, charge and spin: 3.442 eV
* total charge: 0
* lowest unoccupied orbital energy (alpha / beta): -0.763 / -0.411 eV
* gap between HOMO and LUMO (alpha / beta): 6.575 / 7.743 eV

Bonds (Å) are listed after each position.
CARTESIAN COORDINATES (ANGSTROEM)
1 C 0.89203 1.13868 -0.56005  C2 1.488, N5 1.402, O7 1.229
2 C 1.33397 0.45090 0.68355  C1 1.488, C3 1.498, H10 1.092, H11 1.104
3 C 0.20359 -0.23420 1.38912  C2 1.498, C4 1.487, I9 2.229, H12 1.158
4 C -0.59385 -1.07993 0.46129  C3 1.487, O8 1.316, H13 1.044
5 N -0.49419 0.99597 -0.71427  C1 1.402, N6 1.323
6 N -1.05630 1.17991 -1.89818  N5 1.323, H14 1.093, H15 1.026
7 O 1.59896 1.54127 -1.48062  C1 1.229
8 O -1.83596 -1.44975 0.68822  C4 1.316, H16 0.889
9 I 1.21244 -1.63884 2.79577  C3 2.229
10 H 2.03184 -0.27348 0.25858  C2 1.092
11 H 1.94333 1.17307 1.25384  C2 1.104
12 H -0.59133 0.43651 1.89761  C3 1.158
13 H -0.02478 -1.58952 -0.25026  C4 1.044
14 H -0.58836 0.66505 -2.74056  N6 1.093
15 H -2.02289 0.84065 -1.96096  N6 1.026
16 H -2.00850 -2.15630 0.17691  O8 0.889

(2)
C3H5N2P | ωB97M-V/def2-TZVPD

Properties
* ΔE to the lowest compared entry with this formula, charge and spin: 4.092 eV
* total charge: 0
* lowest unoccupied orbital energy (alpha / beta): -1.356 / -1.227 eV
* gap between HOMO and LUMO (alpha / beta): 7.729 / 7.590 eV

Bonds (Å) are listed after each position.
CARTESIAN COORDINATES (ANGSTROEM)
1 C -0.83441 -0.25980 -1.39164  C3 1.364, N4 1.373, H7 1.112
2 C 0.36544 -1.91446 -0.66559  N4 1.313, N5 1.408, H8 1.086
3 C -0.21354 0.16359 -0.25381  C1 1.364, N5 1.367
4 N -0.35390 -1.51168 -1.68746  C1 1.373, C2 1.313
5 N 0.52047 -0.86764 0.26362  C2 1.408, C3 1.367, H9 0.995
6 P -0.35707 2.86349 1.40800  H10 1.356, H11 1.384
7 H -1.60878 0.28611 -1.97393  C1 1.112
8 H 0.99610 -2.77021 -0.88775  C2 1.086
9 H 0.91400 -0.88364 1.17770  N5 0.995
10 H 0.91143 2.40320 1.27017  P6 1.356
11 H -0.33974 2.49104 2.74069  P6 1.384

(3)
C6H6S | ωB97M-V/def2-TZVPD

Properties
* ΔE to the lowest compared entry with this formula, charge and spin: 4.232 eV
* SMILES string: C#CC1=C(S)CC1
* total charge: 0
* lowest unoccupied orbital energy: 0.582 eV
* gap between HOMO and LUMO: 9.196 eV

Bonds (Å) are listed after each position.
CARTESIAN COORDINATES (ANGSTROEM)
1 C 1.65502 -2.08818 -1.45210  C2 1.239, H8 1.000
2 C 1.16436 -1.39312 -0.55143  C1 1.239, C3 1.443
3 C 0.28550 -0.37642 -0.02463  C2 1.443, C4 1.360, C7 1.492
4 C -0.32241 0.05735 1.11141  C3 1.360, S5 1.737, C6 1.502
5 S -0.09664 -0.50551 2.73916  C4 1.737, H9 1.404
6 C -1.15424 1.04730 0.34646  C4 1.502, C7 1.559, H10 1.117, H11 1.206
7 C -0.38818 0.59543 -0.93438  C3 1.492, C6 1.559, H12 1.187, H13 1.150
8 H 2.24005 -2.68203 -2.00373  C1 1.000
9 H 0.26100 0.75132 3.25242  S5 1.404
10 H -2.22278 0.79406 0.14430  C6 1.117
11 H -1.00352 2.22828 0.53971  C6 1.206
12 H 0.44261 1.37629 -1.26382  C7 1.187
13 H -0.86076 0.19524 -1.90338  C7 1.150

Calculated maximum force (eV/Å), listed in the same order as above: 4.99, 1.71, 6.23